No. 1
# C26H32N3O5P2S2Ta

C26H32N3O5P2S2Ta as an isolated structure (the ωB97M-V functional and the def2-TZVPD basis, the Open Molecules 2025 dataset).

XYZ file:
```
71
Properties=species:S:1:pos:R:3:forces:R:3:mulliken_charge:R:1
Ta -0.1452 0.3049 0.2929 -0.34 0.17 -3.74 2.255
S -2.7531 3.4115 -2.7793 -0.19 0.15 -0.08 0.047
S -2.2727 1.4597 -0.6423 0.44 -0.07 0.33 -0.565
P -0.1900 -2.2653 1.3011 -0.35 -0.75 -0.55 1.839
P -1.2237 -1.3271 -1.6128 -0.19 -0.62 -0.05 1.526
O 1.3543 0.7622 1.4106 1.13 -0.06 -1.56 -0.388
O -0.1843 2.9293 1.2199 -0.03 -0.45 -0.52 -0.432
O 0.7149 -0.3069 3.1934 0.45 0.55 0.53 -0.442
O -1.3485 0.3793 1.7002 -0.27 -0.74 -1.18 -0.356
O -2.3063 0.1598 3.6890 0.20 0.11 -0.68 -0.579
N 2.1401 -0.2971 -0.7543 -0.66 0.33 0.02 0.203
N -0.4168 2.3200 -2.3681 -0.86 1.33 -1.19 -1.395
N 0.4344 1.5199 -1.7509 0.79 -1.37 1.55 0.657
C -1.6511 2.3908 -1.9538 1.01 -0.35 -0.22 0.735
C -3.0126 -1.6471 -1.3794 0.02 0.22 0.11 -1.292
C -0.2655 -3.4401 -0.1107 0.16 0.31 0.00 -0.026
C -1.2665 3.1623 2.1329 -0.79 0.32 0.45 -0.160
C -0.9778 4.5714 2.6646 -0.15 -0.10 -0.17 -0.962
C 4.8585 -0.1618 -1.4078 -0.22 -0.21 0.26 -0.496
C 4.3926 -1.0327 -0.4287 -0.02 0.12 -0.23 -0.952
C 0.0301 -4.7823 0.0994 -0.13 -0.03 -0.05 -1.137
C 3.9414 0.6480 -2.0494 -0.60 0.01 0.17 -1.065
C -1.6184 0.7755 2.9297 -0.96 1.21 3.06 0.003
C 0.5640 2.0962 3.2202 0.31 -0.15 -0.49 0.461
C -1.2057 -0.9448 -3.4023 0.23 0.28 0.31 -1.633
C -0.4254 -3.8861 -2.4839 -0.08 0.12 0.11 -0.691
C 0.5596 4.5701 2.7042 0.08 -0.11 -0.19 -1.018
C 0.8685 3.1751 2.1654 0.73 0.28 0.45 -0.176
C -1.7051 4.1098 -4.0791 -0.06 -0.13 0.19 -0.797
C 0.0997 -5.6632 -0.9657 0.02 0.00 -0.03 -0.855
C 1.6248 1.4438 -2.2648 -1.08 0.43 0.09 -0.979
C -0.0914 -5.2107 -2.2600 -0.06 -0.01 -0.01 -0.833
C 0.9360 0.7475 2.6345 -0.09 -0.09 3.32 -0.865
C 1.0180 -3.0849 2.4123 0.13 0.46 -0.04 -1.886
C 2.5949 0.5731 -1.6789 0.72 -0.62 0.16 0.959
C -1.7662 -2.5358 2.1879 0.14 0.28 0.05 -1.516
C -0.9922 2.1363 3.2595 -0.29 -0.25 -0.19 -0.050
C -0.5416 -3.0029 -1.4141 0.16 0.21 0.04 0.524
C 3.0344 -1.0674 -0.1453 0.07 -0.25 0.18 -0.169
H 1.8589 -3.4705 1.8409 0.01 -0.08 -0.01 0.560
H -2.6038 -2.0384 1.7012 0.07 -0.02 0.02 0.240
H -1.9568 -3.6092 2.2386 0.09 0.02 -0.04 0.571
H 1.3686 -2.3809 3.1622 -0.05 -0.06 -0.08 0.419
H -2.3454 4.7649 -4.6606 -0.11 0.03 -0.01 0.376
H -0.5991 -3.5452 -3.4924 -0.05 0.00 -0.12 0.411
H 0.9650 4.7147 3.7000 0.09 0.03 0.10 0.375
H -1.4306 4.7392 3.6373 -0.10 0.03 0.01 0.395
H -1.3809 2.4530 4.2267 0.00 -0.09 -0.12 0.694
H 0.5097 -3.9027 2.9242 -0.02 -0.02 -0.12 0.605
H -1.6789 -2.1279 3.1963 -0.03 -0.01 -0.05 0.465
H 2.6463 -1.7286 0.6189 0.08 -0.01 0.01 0.289
H 5.0723 -1.6759 0.1059 0.01 -0.09 0.07 0.498
H -1.8385 -1.6630 -3.9293 0.11 0.01 0.13 0.602
H -3.5575 -0.7095 -1.4869 -0.02 -0.12 -0.04 0.490
H -3.3472 -2.3563 -2.1393 0.13 -0.01 0.04 0.517
H 5.9078 -0.1078 -1.6533 0.08 -0.03 -0.01 0.478
H 1.0181 2.2464 4.1986 -0.01 -0.08 -0.06 0.592
H -1.3174 3.3111 -4.7018 0.03 0.01 -0.06 0.264
H 0.1826 -5.1610 1.0969 0.12 -0.04 0.11 0.442
H 1.8390 3.0625 1.6850 -0.12 0.06 0.03 0.725
H 1.8868 2.0402 -3.1314 -0.17 0.10 0.00 0.452
H -1.6320 0.0485 -3.5495 0.03 0.01 0.02 0.287
H -0.0119 -5.8936 -3.0918 0.04 -0.05 -0.07 0.444
H -0.1951 -0.9630 -3.8079 0.00 0.00 0.00 0.434
H -1.3505 5.3192 1.9678 -0.06 -0.01 0.05 0.357
H -0.8961 4.6779 -3.6354 0.07 0.04 0.01 0.275
H 0.3183 -6.7016 -0.7827 0.04 -0.17 0.02 0.453
H 0.9725 5.3305 2.0462 0.05 0.02 0.04 0.378
H -3.2234 -2.0642 -0.3981 0.04 -0.03 0.05 0.273
H -2.2279 3.0460 1.6332 0.18 -0.01 -0.01 0.614
H 4.2407 1.3551 -2.8056 0.06 0.08 -0.10 0.531
```
Positions in Å, forces in eV/Å.

## Properties
Molecular weight ... 773.59 g mol⁻¹
Multiplicity ... 1
Strongest force on any atom ... 3.8 eV/Å
Gap between HOMO and LUMO ... 6.66 eV
Charge ... +2
HOMO energy ... -0.511 Ha
Energy relative to the best compared isomer or geometry (same formula, charge and spin) ... 1.938 eV


No. 2
# C26H32NO6Y

C26H32NO6Y as an isolated structure (the ωB97M-V functional and the def2-TZVPD basis, the Open Molecules 2025 dataset).

XYZ file:
```
66
Properties=species:S:1:pos:R:3:forces:R:3:mulliken_charge:R:1
Y 0.1408 -0.1118 0.9359 1.49 -0.14 -3.52 1.566
O -2.1082 0.9478 -1.7749 -1.68 -1.44 -0.38 -0.002
O 7.1590 -5.1440 -0.4396 -0.01 1.19 2.68 -0.567
O 1.8733 -1.0126 1.7036 2.09 0.38 1.98 -0.199
O 8.0529 -4.8145 1.5741 -1.86 0.24 -2.11 -0.578
O 3.4756 0.1213 2.8490 -0.41 -1.72 -0.84 -0.671
O -1.8159 2.7580 1.4175 -3.31 1.73 1.33 -0.269
N 7.1630 -4.6152 0.7042 2.44 -1.82 -0.67 0.905
C 2.0090 1.4731 -0.0818 -0.23 -0.21 -0.47 -1.218
C -2.8682 1.1994 -2.9994 1.07 -0.32 0.32 0.761
C -3.3575 0.6641 -1.0875 0.40 0.12 0.15 0.629
C 3.9471 -2.7131 0.5987 0.29 0.42 0.63 0.233
C 6.1084 -3.7204 1.0580 -1.46 1.62 0.79 -0.167
C -1.7508 -1.8989 0.1585 0.26 0.10 0.07 -0.313
C 5.2130 -2.0747 2.5986 -0.51 -0.13 -0.77 -0.925
C 0.2547 -2.7653 0.8450 -1.07 -0.39 -0.89 -0.094
C 0.3166 -2.5487 -0.5671 -0.22 -0.29 1.27 -0.331
C -2.8407 2.7215 -3.1726 0.70 -0.35 -0.02 -1.105
C 4.0656 -1.9516 1.7760 0.91 0.07 0.37 0.528
C -2.2176 0.1881 -4.0415 -0.19 0.78 0.28 -1.213
C 3.1146 -0.8570 2.1827 -1.67 1.40 -0.24 -0.114
C 0.9255 2.0910 -0.7824 0.12 -0.58 -0.78 -1.014
C -1.0091 -2.3089 1.3220 0.18 -0.62 -1.20 -2.091
C 0.5984 1.2745 -1.9224 1.12 -0.24 1.00 0.266
C -3.3612 3.3029 3.3861 -0.17 0.24 -0.96 -0.607
C -2.0658 2.5406 2.8698 0.35 -0.76 0.33 -0.330
C 1.4029 0.0982 -1.8503 -0.06 1.28 0.05 -0.797
C 2.2891 0.2309 -0.7470 -0.28 0.59 -0.31 -0.618
C -4.1807 3.7208 2.0748 0.72 0.15 1.03 -0.548
C 6.2037 -2.9695 2.2583 0.35 -0.71 -0.63 -0.325
C -3.2572 3.1433 0.9426 -0.80 -1.81 0.40 -0.334
C -4.2843 0.6774 -2.3634 1.89 -1.47 0.06 -0.641
C 5.0045 -3.5472 0.2208 -0.11 -0.22 -0.10 -0.558
C -0.9141 -2.0113 -0.9844 -0.62 -0.36 0.84 -0.639
H 0.0504 1.5901 -2.8087 -0.30 -0.26 0.69 0.721
H -5.1815 3.1869 2.1763 1.32 0.60 -0.80 0.242
H 4.9577 -4.0529 -0.7405 0.09 -0.08 0.30 0.460
H -2.6898 0.4051 -5.0092 0.41 -0.35 -0.09 0.454
H -2.1390 1.3985 2.9533 -0.28 1.39 0.33 0.217
H -4.3042 -0.4436 -2.8103 -0.75 2.55 1.44 0.266
H -3.2131 1.4086 -0.3124 -1.77 -0.08 -0.56 -0.990
H -1.2409 -1.9182 -2.0114 0.14 0.42 0.15 0.291
H -3.3297 3.6028 -0.0702 0.87 0.10 1.05 0.355
H -4.0341 2.6875 4.0271 0.88 0.27 -0.37 0.291
H -1.7914 3.1308 -3.3404 -1.37 -0.62 -0.19 0.224
H -1.3750 -2.3415 2.3293 -0.18 -0.32 0.30 0.623
H 3.1787 -0.3794 -0.6212 -0.39 0.01 0.34 0.851
H -3.0892 4.2205 3.9460 0.03 -0.69 -0.27 0.278
H -4.4107 4.8277 2.0350 0.59 -1.23 -0.01 0.295
H -1.0646 0.2143 -4.0970 -1.96 0.41 0.13 0.148
H -1.1932 2.8734 3.5185 -0.76 -0.37 -1.25 0.294
H -3.4555 -0.2602 -0.5620 0.46 -0.74 0.04 -0.009
H -3.1684 3.1796 -2.1931 -0.02 -0.48 -1.25 0.145
H 3.0620 -2.6069 -0.0358 0.41 -0.01 0.28 0.276
H -2.4822 -0.8528 -3.7235 0.13 0.93 -0.26 0.315
H 7.0870 -3.0939 2.8717 -0.10 0.00 -0.03 0.471
H 1.1342 -2.8464 -1.2153 -0.12 0.19 0.15 0.609
H 0.5164 3.0818 -0.6213 0.10 -0.12 0.17 0.424
H -2.8236 -1.7666 0.1175 0.27 0.19 0.23 0.922
H 5.3138 -1.4303 3.4693 -0.10 -0.19 -0.21 0.453
H 0.9568 -3.3514 1.4048 0.38 0.42 0.26 0.622
H 1.4102 -0.6894 -2.6051 0.04 0.18 0.37 0.448
H -3.5444 2.8761 -3.9970 0.25 0.93 0.10 0.400
H 2.6327 1.9370 0.6823 -0.30 -0.23 -0.07 0.508
H -5.3132 1.1746 -2.2273 1.85 -0.46 -0.93 0.306
H -3.7425 2.1501 0.8093 0.46 0.93 0.28 0.468
```
Positions in Å, forces in eV/Å.

## Properties
Molecular weight ... 543.45 g mol⁻¹
Multiplicity ... 1
Strongest force on any atom ... 4.0 eV/Å
Gap between HOMO and LUMO ... 6.63 eV
HOMO energy ... -0.274 Ha


No. 3
# C26H33AlIN2O2Sb2

C26H33AlIN2O2Sb2 as an isolated structure (the ωB97M-V functional and the def2-TZVPD basis, the Open Molecules 2025 dataset).

XYZ file:
```
67
Properties=species:S:1:pos:R:3:forces:R:3:mulliken_charge:R:1
I -0.9501 2.0671 -2.1904 -0.35 -0.12 -0.36 0.082
Sb 0.1359 2.2287 1.3753 -0.06 0.48 0.26 0.590
Sb -0.4002 -1.5724 1.0635 -0.50 -0.54 0.36 0.756
Al 0.7131 0.3164 -0.8528 0.40 -0.26 0.60 -0.536
O 2.0657 1.3286 -3.0222 0.19 0.07 -0.05 -0.811
O 2.1909 -0.2369 1.8320 -0.12 -0.13 0.02 -0.364
N 2.3026 0.9387 -1.8506 -0.27 0.26 -0.56 1.127
N 2.3261 0.0563 0.4763 0.04 -0.20 -0.23 0.964
C -0.4094 -3.0229 -4.1389 0.02 -0.07 0.02 -0.842
C -0.9502 -1.1827 3.1325 0.07 0.06 -0.30 -1.400
C 1.7158 3.5755 1.9322 -0.07 -0.18 -0.17 -1.278
C -0.7077 -0.7278 -3.3609 0.03 -0.05 0.02 -0.434
C 3.5110 0.6694 -1.4127 0.19 0.01 0.11 0.512
C -1.9389 1.1476 3.3652 -0.14 -0.07 -0.01 0.650
C 3.5053 0.2106 -0.0437 -0.17 -0.03 0.06 0.423
C 0.7073 -3.3597 1.5094 0.02 0.19 -0.15 -1.287
C 0.0936 -1.0068 -2.2206 0.38 -0.09 0.26 0.227
C -1.2697 0.5415 -3.6259 0.00 0.30 0.10 0.502
C -4.5143 0.0478 3.3305 0.01 0.03 0.01 -0.720
C 4.7924 -0.0507 0.6648 -0.08 0.08 0.01 -1.762
C -2.1044 -0.2426 3.2498 -0.08 0.06 0.04 0.724
C 0.6332 -2.2724 -2.1149 -0.09 0.38 0.12 0.029
C -4.3501 1.4206 3.4439 -0.03 0.00 -0.01 -0.732
C -0.9671 -1.7372 -4.3316 0.07 0.14 0.17 0.937
C -2.2105 -2.5095 0.4096 0.11 0.13 0.04 -1.291
C 4.7421 0.8478 -2.2355 -0.08 0.01 -0.02 -1.734
C -2.2481 -0.1826 -5.6743 0.02 -0.13 -0.04 -0.619
C -2.0048 0.8366 -4.7327 0.04 0.11 0.13 -0.637
C -3.3990 -0.7655 3.2397 -0.01 -0.01 0.01 -0.641
C -0.5933 1.7968 3.3830 0.14 -0.11 -0.32 -1.385
C -1.7475 -1.4361 -5.4724 -0.10 0.08 -0.10 -0.928
C -3.0741 1.9543 3.4642 0.00 0.02 -0.02 -0.712
C 0.3858 -3.2837 -3.0613 -0.02 -0.16 -0.09 -1.128
C -1.3112 3.7492 0.9499 0.05 -0.16 -0.07 -1.475
H -5.2114 2.0698 3.5284 0.01 0.00 0.01 0.416
H 5.4008 -0.7063 0.0417 0.02 0.01 0.01 0.365
H 4.4441 1.1773 -3.2282 0.01 0.01 0.02 0.403
H -3.0369 -1.8049 0.4917 0.00 -0.01 0.00 0.401
H -1.2011 -2.1623 3.5378 0.01 0.00 0.03 0.713
H 5.3044 -0.0819 -2.3363 0.00 -0.01 0.01 0.366
H -0.0489 -0.8213 3.6237 0.01 -0.05 0.04 0.464
H -2.2941 3.3000 0.8162 0.00 0.01 0.02 0.439
H -0.6202 -3.7943 -4.8693 0.02 0.01 -0.01 0.395
H 0.8259 -4.2644 -2.9307 -0.01 0.00 -0.02 0.456
H 5.3507 0.8777 0.7945 0.00 0.00 0.02 0.374
H 1.2847 -2.4919 -1.2704 0.00 -0.15 -0.06 0.523
H 0.9813 -3.8834 0.5954 -0.02 0.01 0.01 0.397
H -1.9359 -2.2167 -6.1991 0.02 -0.02 0.02 0.416
H -2.8326 0.0456 -6.5550 0.00 -0.02 -0.01 0.405
H 2.9913 0.0493 2.2910 0.05 0.06 0.01 0.191
H 0.0789 -4.0086 2.1169 -0.02 0.02 0.01 0.426
H 0.1629 1.2073 3.8986 0.02 0.03 -0.01 0.580
H -0.6453 2.7821 3.8453 0.04 0.01 0.02 0.748
H -2.3958 1.8311 -4.8991 -0.01 -0.02 0.01 0.433
H 5.4041 1.6000 -1.8020 0.03 0.00 -0.03 0.351
H -2.0980 -2.8066 -0.6322 0.03 0.01 0.00 0.343
H 1.3530 4.2319 2.7210 0.00 -0.01 0.01 0.400
H 1.9793 4.1714 1.0592 0.03 0.01 0.03 0.379
H -2.4164 -3.3880 1.0191 0.01 0.01 0.02 0.410
H -5.5056 -0.3856 3.3293 0.01 -0.01 -0.01 0.417
H 2.6003 3.0438 2.2788 -0.02 -0.02 0.01 0.372
H -3.5304 -1.8398 3.1725 0.03 0.00 0.00 0.415
H 1.6087 -3.1008 2.0622 -0.01 0.01 -0.01 0.381
H -2.9511 3.0262 3.5733 0.02 -0.01 0.01 0.388
H -1.0361 4.2784 0.0380 0.00 0.04 0.03 0.457
H 4.6582 -0.5347 1.6292 0.09 -0.03 -0.01 0.544
H -1.3388 4.4558 1.7781 0.01 0.00 0.00 0.423
```
Positions in Å, forces in eV/Å.

## Properties
Molecular weight ... 802.97 g mol⁻¹
Multiplicity ... 1
Strongest force on any atom ... 0.8 eV/Å
Gap between HOMO and LUMO (alpha / beta) ... 7.48 / 7.48 eV
Charge ... +1
HOMO energy (alpha / beta) ... -0.388 / -0.388 Ha
Energy relative to the best compared isomer or geometry (same formula, charge and spin) ... 0.323 eV